P) # C5H9N3

A structure of composition C5H9N3 (ωB97M-V/def2-TZVPD, the Open Molecules 2025 dataset).

LUMO energy: 1.00 eV
Gap between HOMO and LUMO: 9.4582 eV
Total charge: 0

Each line ends with the Löwdin charge.
Geometry (Å):
1 H 2.563 1.426 -0.671  0.06
2 N -1.050 -0.050 0.546  -0.19
3 C -1.840 -0.775 -0.330  -0.16
4 N 2.055 0.947 -0.015  0.04
5 C 1.573 -1.237 0.145  -0.10
6 H 0.696 -0.093 1.730  0.15
7 C -0.752 1.379 0.221  -0.02
8 C 0.562 0.642 -0.224  -0.31
9 H -2.973 -0.423 -0.339  0.11
10 C 0.363 -0.408 0.727  -0.24
11 H -0.765 1.875 1.140  0.09
12 H -1.675 -0.774 -1.472  0.09
13 N 2.517 -0.412 -0.089  0.01
14 H 0.200 0.248 -1.117  0.12
15 H 1.657 -2.366 0.205  0.12
16 H -1.787 -1.858 0.056  0.11
17 H -1.342 1.879 -0.515  0.10


Q) # C5H9N3

The molecule C5H9N3 (ωB97M-V/def2-TZVPD, the Open Molecules 2025 dataset).

LUMO energy: 0.13 eV
SMILES: C[C@@H]1C=NN=CCN1
Gap between HOMO and LUMO: 9.0290 eV
Total charge: 0

Each line ends with the Löwdin charge.
Geometry (Å):
1 H -1.037 0.527 -2.003  0.18
2 H 0.432 -2.681 -1.019  0.13
3 H -1.241 -1.552 1.772  0.08
4 C 0.512 -1.600 -0.657  -0.11
5 C -1.004 -0.644 1.171  -0.07
6 H 0.145 2.147 -1.308  0.09
7 C 0.094 1.540 -0.424  -0.23
8 H -0.048 -0.308 1.658  0.07
9 N 1.785 -1.265 -0.400  0.02
10 H -1.521 -1.342 -0.718  0.12
11 C -0.653 -0.836 -0.315  -0.42
12 C 1.388 1.107 0.315  -0.11
13 N 2.079 -0.050 0.298  -0.02
14 H -1.750 0.171 1.465  0.11
15 H 2.057 1.887 0.712  0.10
16 N -0.878 0.543 -0.866  -0.08
17 H -0.360 2.354 0.318  0.13


R) # C5H9N3

A structure of composition C5H9N3 (ωB97M-V/def2-TZVPD, the Open Molecules 2025 dataset).

LUMO energy: 0.35 eV
Gap between HOMO and LUMO: 8.4046 eV
Total charge: 0

Each line ends with the Löwdin charge.
Geometry (Å):
1 H 2.275 1.862 1.442  0.15
2 C -0.037 0.316 1.448  -0.05
3 C -1.004 -1.268 -1.076  -0.28
4 H 0.511 -2.108 0.207  0.12
5 H 1.151 -1.342 -1.215  0.11
6 H -1.756 -1.297 -0.277  0.10
7 H -2.224 0.065 -2.098  0.06
8 N -1.241 -0.129 -1.988  0.00
9 C 0.389 -1.240 -0.453  -0.15
10 H -0.760 0.691 -1.659  0.04
11 H 0.316 2.142 2.556  0.12
12 C 1.375 1.778 0.810  -0.26
13 C 0.617 0.033 0.309  -0.35
14 N 0.315 1.760 1.623  0.06
15 H -1.156 -2.157 -1.682  0.10
16 H -0.009 -0.262 2.373  0.11
17 N 1.238 1.157 -0.321  0.13


Energy relative to the most stable one, in hartree: P) 0.0630; Q) 0.0159; R) 0.0000


P) # C5H9N3

A structure of composition C5H9N3 (ωB97M-V/def2-TZVPD, the Open Molecules 2025 dataset).

LUMO energy: 0.61 eV
Gap between HOMO and LUMO: 8.4207 eV
Total charge: 0

Each line ends with the Löwdin charge.
Geometry (Å):
1 N 0.152 -0.688 -1.905  -0.04
2 H 0.344 0.588 -1.779  0.18
3 H -1.646 2.924 -0.954  0.09
4 H 0.947 -2.902 0.083  0.08
5 C 0.814 -1.241 1.679  -0.05
6 H -2.462 1.390 -0.838  0.10
7 H 1.175 -1.730 2.459  0.03
8 C 0.617 -1.917 0.308  -0.01
9 N 0.133 0.306 0.173  -0.16
10 H 0.660 1.018 2.030  0.13
11 C -1.661 2.019 -0.294  -0.06
12 H -1.108 -1.109 -2.215  0.21
13 C 0.439 -0.899 -0.548  -0.44
14 C 0.409 0.039 1.509  -0.12
15 N -0.279 1.432 -0.471  -0.13
16 H -1.883 2.213 0.751  0.07
17 H 0.226 2.246 -0.043  0.14


Q) # C5H9N3

A structure of composition C5H9N3 (ωB97M-V/def2-TZVPD, the Open Molecules 2025 dataset).

LUMO energy: 0.18 eV
Gap between HOMO and LUMO: 7.6821 eV
Total charge: 0

Each line ends with the Löwdin charge.
Geometry (Å):
1 H 0.563 1.017 -1.142  0.03
2 N -1.971 -1.229 -0.709  -0.06
3 N -1.021 1.405 -0.076  -0.05
4 H 2.441 -1.805 1.260  0.17
5 H 2.685 1.349 -0.751  0.12
6 C -2.217 0.658 0.620  -0.20
7 H -2.635 1.150 1.636  0.13
8 H -0.937 2.544 -0.105  0.18
9 C 0.554 -0.643 0.293  -0.19
10 C 0.092 0.447 -0.475  -0.16
11 H 0.130 -1.057 1.369  0.14
12 N -2.465 -0.590 0.317  -0.15
13 H -2.388 -2.151 -0.871  0.10
14 H -1.969 -0.386 -1.535  0.19
15 H 4.033 -0.175 -0.039  -0.01
16 C 2.059 -0.770 0.428  -0.19
17 C 3.047 0.238 -0.221  -0.04


Energy relative to the most stable one, in hartree: P) 0.0000; Q) 0.1356